Entry 1:
Entry from the OMol25 dataset: a gas-phase ion, C8H12N3O3S (charge +1) (ωB97M-V with the def2-TZVPD basis set).

XYZ file:
```
27
Properties=species:S:1:pos:R:3
N -2.444 -3.654 -1.617
C -1.908 -2.725 -0.900
C -1.244 -1.598 -1.339
C -0.694 -0.630 -0.429
N -0.885 -0.771 0.857
C -0.550 0.273 1.696
C 0.161 1.369 1.368
O 0.695 1.610 0.147
C 1.802 2.574 0.290
S 3.202 1.641 1.096
C 2.332 2.906 -1.156
O 2.560 1.715 -1.869
C -1.679 -1.789 1.383
O -2.064 -1.830 2.497
N -2.023 -2.760 0.493
H -2.404 -3.560 -2.633
H -2.931 -4.454 -1.096
H -1.337 -1.330 -2.380
H -0.105 0.226 -0.762
H -0.887 0.076 2.721
H 0.288 2.375 1.930
H 1.534 3.449 0.828
H 3.199 2.232 2.225
H 3.242 3.533 -1.194
H 1.585 3.505 -1.734
H 3.095 1.118 -1.327
H -2.540 -3.501 0.906
```

The charge is +1. The structure (SMILES) is [NH2+]=c1ccn(/C=C\O[C@@H](S)CO)c(=O)[nH]1. The energy above the lowest of the compared OMol25 structures with the same formula, charge and spin comes out at 0.070 eV. Its spin multiplicity is 1.

Löwdin atomic charges, in units of e:
1 N 0.209
2 C -0.331
3 C 0.040
4 C 0.072
5 N 0.038
6 C -0.012
7 C -0.128
8 O -0.185
9 C -0.505
10 S 0.861
11 C -0.266
12 O -0.076
13 C -0.456
14 O 0.176
15 N 0.224
16 H 0.154
17 H 0.189
18 H 0.120
19 H 0.144
20 H 0.144
21 H 0.168
22 H 0.104
23 H -0.165
24 H 0.127
25 H 0.138
26 H 0.053
27 H 0.165

Entry 2:
Entry from the OMol25 dataset: 2 unconnected molecules or ions with the total composition C8H12N4 (ωB97M-V with the def2-TZVPD basis set).

XYZ file:
```
24
Properties=species:S:1:pos:R:3
C -2.558 -1.532 -2.818
C -2.283 -0.384 -1.900
C -3.138 0.386 -1.172
N -2.414 1.181 -0.327
C -1.092 0.805 -0.563
N -0.970 -0.142 -1.484
H -3.035 -1.019 -3.656
H -3.279 -2.192 -2.360
H -1.707 -2.115 -3.142
H -4.211 0.579 -1.245
H -2.698 1.810 0.399
H -0.247 0.967 0.087
C 2.118 -1.801 0.216
C 2.287 -0.609 1.106
C 2.477 0.656 0.630
N 2.178 1.542 1.630
C 1.827 0.759 2.704
N 1.859 -0.520 2.443
H 1.495 -2.623 0.642
H 3.040 -2.224 -0.161
H 1.518 -1.450 -0.651
H 2.732 1.161 -0.307
H 2.032 2.532 1.568
H 1.335 1.169 3.595
```

The structure (SMILES) is Cc1c[nH]cn1.Cc1c[nH]cn1. The energy above the lowest of the compared OMol25 structures with the same formula, charge and spin comes out at 1.171 eV. Its spin multiplicity is 1.

Löwdin atomic charges, in units of e:
1 C -0.047
2 C -0.353
3 C -0.101
4 N 0.050
5 C -0.183
6 N 0.095
7 H 0.074
8 H 0.068
9 H 0.073
10 H 0.120
11 H 0.138
12 H 0.092
13 C -0.057
14 C -0.341
15 C -0.114
16 N 0.033
17 C -0.230
18 N 0.092
19 H 0.086
20 H 0.061
21 H 0.065
22 H 0.126
23 H 0.138
24 H 0.115

Entry 3:
Entry from the OMol25 dataset: C8H12N4O3 in the gas phase (ωB97M-V with the def2-TZVPD basis set).

XYZ file:
```
27
Properties=species:S:1:pos:R:3
N 0.420 2.310 1.668
C -0.016 1.412 0.575
C -1.475 1.567 0.042
C -2.105 0.268 -0.014
C -3.405 -0.070 -0.210
N -3.530 -1.479 -0.213
C -2.163 -1.889 -0.112
N -1.379 -0.866 -0.002
C 0.959 1.560 -0.680
O 0.928 2.533 -1.446
N 2.014 0.633 -0.785
C 2.664 -0.163 0.287
C 2.363 -1.618 0.269
O 3.141 -2.388 -0.139
O 1.010 -1.925 0.270
H 0.272 3.233 1.397
H -0.010 2.268 2.530
H 0.234 0.400 0.774
H -1.622 2.028 -0.943
H -2.039 2.108 0.806
H -4.313 0.536 -0.214
H -4.444 -1.917 -0.055
H -2.032 -2.935 -0.054
H 2.427 0.636 -1.663
H 3.739 -0.238 0.415
H 2.533 0.308 1.195
H 1.021 -2.772 0.709
```

The structure (SMILES) is N[C@@H](Cc1c[nH]cn1)C(=O)NCC(=O)O. The energy above the lowest of the compared OMol25 structures with the same formula, charge and spin comes out at 2.886 eV. Its spin multiplicity is 1.

Löwdin atomic charges, in units of e:
1 N 0.084
2 C -0.252
3 C -0.085
4 C -0.340
5 C -0.065
6 N 0.055
7 C -0.151
8 N 0.087
9 C -0.357
10 O 0.045
11 N 0.119
12 C -0.084
13 C -0.502
14 O 0.156
15 O 0.060
16 H 0.052
17 H 0.041
18 H 0.079
19 H 0.130
20 H 0.121
21 H 0.115
22 H 0.144
23 H 0.101
24 H 0.113
25 H 0.134
26 H 0.096
27 H 0.103

Entry 4:
Entry from the OMol25 dataset: a gas-phase ion, C8H12N5S (charge +1) (ωB97M-V with the def2-TZVPD basis set).

XYZ file:
```
26
Properties=species:S:1:pos:R:3
C 2.793 1.696 1.313
C 2.283 1.585 0.022
C 1.928 1.450 2.386
C 0.958 1.332 -0.172
C 0.538 1.219 2.187
C -0.016 1.230 0.897
C -1.301 -1.166 -2.373
C -1.931 0.353 -0.627
N -1.491 -2.355 -2.805
N -1.113 -0.644 -1.080
N -0.334 -1.443 -0.186
N -1.330 1.363 0.636
N -1.696 -3.401 -2.065
S -3.179 1.124 -1.517
H 3.771 1.942 1.454
H 2.879 1.694 -0.828
H 2.487 1.434 3.308
H 0.549 1.106 -1.163
H -0.031 1.175 3.168
H -1.258 -0.404 -3.154
H -0.524 -1.272 0.797
H 0.617 -1.173 -0.371
H -1.912 1.564 1.469
H -1.580 -4.320 -2.479
H -1.425 -3.273 -0.997
H -3.679 2.012 -0.603
```

The charge is +1. The energy above the lowest of the compared OMol25 structures with the same formula, charge and spin comes out at 4.324 eV. Its spin multiplicity is 1.

Löwdin atomic charges, in units of e:
1 C -0.049
2 C -0.063
3 C -0.050
4 C -0.044
5 C -0.018
6 C -0.380
7 C -0.216
8 C -0.437
9 N -0.008
10 N -0.170
11 N 0.142
12 N 0.086
13 N 0.043
14 S 0.938
15 H 0.081
16 H 0.100
17 H 0.109
18 H 0.111
19 H 0.134
20 H 0.123
21 H 0.114
22 H 0.103
23 H 0.144
24 H 0.117
25 H 0.149
26 H -0.061

Entry 5:
Entry from the OMol25 dataset: C8H12NO2P in the gas phase (ωB97M-V with the def2-TZVPD basis set).

XYZ file:
```
24
Properties=species:S:1:pos:R:3
C 1.444 1.592 -0.757
C 0.947 0.451 0.216
N 1.042 1.009 1.653
C -0.518 -0.100 0.005
C -1.475 0.587 -0.655
C -2.769 0.237 -0.669
C -3.172 -0.931 -0.065
C -2.249 -1.709 0.618
C -0.916 -1.281 0.651
P 2.098 -1.118 0.132
O 3.586 -0.446 0.128
O 1.989 -1.478 -1.435
H 2.505 1.850 -0.355
H 1.738 0.976 -1.766
H 0.736 2.343 -0.737
H 0.478 1.823 1.531
H 0.439 0.324 2.148
H -1.205 1.666 -0.818
H -3.513 0.908 -1.220
H -4.186 -1.383 -0.212
H -2.510 -2.508 1.292
H -0.342 -1.932 1.286
H 3.874 -0.151 1.055
H 1.981 -0.726 -2.027
```

The structure (SMILES) is C[C@@](N)(c1ccccc1)P(O)O. The energy above the lowest of the compared OMol25 structures with the same formula, charge and spin comes out at 1.806 eV. Its spin multiplicity is 1.

Löwdin atomic charges, in units of e:
1 C -0.057
2 C -0.575
3 N 0.036
4 C -0.231
5 C -0.096
6 C -0.109
7 C -0.099
8 C -0.075
9 C -0.081
10 P 0.829
11 O -0.319
12 O -0.267
13 H 0.101
14 H 0.111
15 H 0.025
16 H 0.047
17 H 0.068
18 H 0.127
19 H 0.135
20 H 0.119
21 H 0.102
22 H 0.082
23 H 0.099
24 H 0.027

Entry 6:
Entry from the OMol25 dataset: 2 unconnected molecules or ions with the total composition C8H12NO3S (ωB97M-V with the def2-TZVPD basis set).

XYZ file:
```
25
Properties=species:S:1:pos:R:3
C -1.633 0.839 0.100
C -0.464 -1.563 -0.970
C -1.203 0.908 -1.395
C -1.032 -0.498 -2.035
C -0.939 -0.132 0.827
C 0.007 -2.978 -1.272
C 2.776 2.269 0.579
C 2.882 1.081 1.024
N -0.375 -1.242 0.263
O -0.658 -1.379 3.238
O -2.394 1.654 0.599
O -1.194 1.210 3.125
S -1.490 -0.356 2.553
H -1.859 1.450 -2.036
H -0.260 1.437 -1.456
H -0.218 -0.393 -2.832
H -2.067 -0.825 -2.321
H 0.656 -3.196 -2.119
H -0.687 -3.775 -1.305
H 0.537 -3.023 -0.373
H 3.730 2.804 0.312
H 1.820 2.843 0.575
H -1.788 1.793 2.651
H 1.988 0.492 1.271
H 3.863 0.581 0.998
```

The charge is -1. The energy above the lowest of the compared OMol25 structures with the same formula, charge and spin comes out at 3.586 eV. Its spin multiplicity is 1.

Löwdin atomic charges, in units of e:
1 C -0.504
2 C -0.327
3 C -0.126
4 C -0.116
5 C -0.418
6 C -0.064
7 C -0.127
8 C -0.106
9 N 0.040
10 O -0.528
11 O -0.056
12 O -0.348
13 S 0.904
14 H 0.085
15 H 0.098
16 H 0.113
17 H 0.108
18 H 0.057
19 H 0.044
20 H 0.041
21 H 0.054
22 H 0.063
23 H 0.007
24 H 0.053
25 H 0.054

Entry 7:
Entry from the OMol25 dataset: a molecular structure, C8H12NO3S (ωB97M-V with the def2-TZVPD basis set).

XYZ file:
```
25
Properties=species:S:1:pos:R:3
C 2.559 -1.376 0.304
C -3.444 -0.858 -0.071
C 2.180 -1.209 -1.175
C 2.261 -0.065 1.036
C -2.037 -1.248 -0.459
C 1.477 0.098 -1.188
C 2.974 1.706 -0.608
C -4.788 0.874 0.875
N 1.898 0.883 -0.059
O 2.991 -2.345 0.849
O -4.376 -1.632 -0.258
O -3.532 0.375 0.431
S -0.750 -0.225 -0.440
H 3.009 -1.111 -1.747
H 1.593 -1.943 -1.581
H 1.518 -0.122 1.904
H 3.176 0.193 1.582
H -1.854 -2.331 -0.492
H 3.897 1.302 -0.718
H 2.723 1.981 -1.611
H 3.122 2.627 0.005
H -5.454 1.374 0.002
H -4.676 1.558 1.765
H -5.558 0.058 1.257
H 1.090 1.437 0.397
```

The charge is +1. The energy above the lowest of the compared OMol25 structures with the same formula, charge and spin comes out at 2.384 eV. Its spin multiplicity is 1.

Löwdin atomic charges, in units of e:
1 C -0.352
2 C -0.540
3 C -0.092
4 C -0.047
5 C -0.331
6 C -0.127
7 C 0.018
8 C -0.067
9 N -0.221
10 O 0.164
11 O 0.133
12 O -0.084
13 S 0.999
14 H 0.112
15 H 0.108
16 H 0.176
17 H 0.149
18 H 0.095
19 H 0.084
20 H 0.107
21 H 0.145
22 H 0.146
23 H 0.102
24 H 0.127
25 H 0.195

Entry 8:
Entry from the OMol25 dataset: a gas-phase ion, C8H12NO5 (charge -1) (ωB97M-V with the def2-TZVPD basis set).

XYZ file:
```
26
Properties=species:S:1:pos:R:3
C -0.846 -1.533 0.747
C -0.449 -0.591 -0.292
C -1.417 -0.869 -1.428
C 1.061 -0.747 -0.724
O 1.179 -1.851 -1.569
O 1.407 0.411 -1.305
C 1.006 1.442 -0.019
O 1.253 2.622 -0.224
N 1.880 0.684 0.920
C 2.013 -0.606 0.588
O 2.670 -1.371 1.312
C -0.505 0.940 0.061
C -0.975 1.392 1.470
O -1.211 1.675 -0.891
H -1.797 -1.116 1.016
H -0.060 -1.492 1.506
H -0.885 -2.679 0.409
H -1.314 -0.264 -2.377
H -2.391 -0.633 -1.144
H -1.359 -1.906 -1.559
H 1.968 -1.677 -2.032
H 2.555 1.266 1.394
H -2.144 1.352 1.424
H -0.557 2.450 1.614
H -0.536 0.672 2.278
H -0.547 2.430 -1.174
```

The charge is -1. The structure (SMILES) is CC1(C)[C@@]2(O)O[C@]([O-])(NC2=O)[C@@]1(C)O. The energy above the lowest of the compared OMol25 structures with the same formula, charge and spin comes out at 0.000 eV. Its spin multiplicity is 1.

Löwdin atomic charges, in units of e:
1 C -0.055
2 C -0.408
3 C -0.044
4 C -0.488
5 O 0.075
6 O -0.017
7 C -0.562
8 O -0.012
9 N 0.177
10 C -0.362
11 O 0.001
12 C -0.446
13 C -0.026
14 O -0.049
15 H 0.078
16 H 0.081
17 H 0.143
18 H 0.116
19 H 0.060
20 H 0.055
21 H 0.077
22 H 0.152
23 H 0.104
24 H 0.098
25 H 0.098
26 H 0.155